[1]
33
Properties=species:S:1:pos:R:3 method="wB97M-V/def2-TZVPD" gap_ev=7.961 homo_energy_ev=-8.78 e_tot_ha=-2194.789183 relative_energy_ev=0.000
O -3.2633 1.7963 3.6227
P -3.0700 1.1349 2.3382
O -3.3923 2.1005 1.1035
O -3.9931 -0.1412 2.0932
C -1.3654 0.5990 2.1074
C -0.8692 -0.6807 2.1733
S -1.9128 -2.0633 2.4939
C 0.5397 -0.9519 2.0199
C 1.4467 0.0238 1.8140
C 0.9870 1.3613 1.7539
N 1.7369 2.4464 1.5578
S 0.7224 3.6920 1.5816
N -0.6693 2.9486 1.8149
C -0.4082 1.6434 1.8924
H -3.3929 1.6514 0.2491
H -4.7193 0.0278 1.4831
H -1.0227 -3.0077 2.1754
H 0.8741 -1.9776 2.0640
H 2.4930 -0.2039 1.6958
C 3.8221 1.2368 -1.8227
N 3.2328 -0.0361 -1.3270
O 2.3562 -0.5601 -1.9831
O 3.6509 -0.4540 -0.2701
H 3.3441 1.4918 -2.7605
H 3.6389 1.9883 -1.0593
H 4.8876 1.0711 -1.9474
C -0.2007 -2.2536 -3.3223
N -1.5768 -2.0557 -3.8547
O -1.8972 -2.6698 -4.8491
O -2.2896 -1.2824 -3.2484
H 0.3145 -2.9636 -3.9575
H 0.2931 -1.2874 -3.3252
H -0.2970 -2.6243 -2.3067

[2]
27
Properties=species:S:1:pos:R:3 method="wB97M-V/def2-TZVPD" gap_ev=8.955 smiles="NC1=NC(=O)[C@H]2N=CN(COCCO)C2=N1" homo_energy_ev=-9.39 e_tot_ha=-810.888510 relative_energy_ev=0.000
N 0.4232 -2.3245 -2.2820
C 0.9620 -1.1736 -1.8956
N 1.5030 -0.5805 -2.9062
C 1.9293 0.6950 -2.6123
O 2.1039 1.4263 -3.5820
C 2.1664 1.2135 -1.2044
N 1.8070 2.5510 -0.6050
C 1.0024 2.3621 0.4245
N 0.6794 1.0357 0.6117
C 0.1987 0.4789 1.8163
O -1.1447 0.8860 2.0954
C -2.0736 -0.1701 2.3413
C -2.6816 -0.7449 1.0337
O -1.7186 -1.5890 0.4293
C 1.3003 0.3834 -0.3866
N 0.7588 -0.7578 -0.6193
H 0.2511 -2.2777 -3.2777
H -0.3552 -2.5755 -1.6939
H 3.2178 1.0096 -0.9407
H 0.6593 3.1319 1.0921
H 0.8247 0.7802 2.6671
H 0.2031 -0.6056 1.8173
H -1.6667 -1.0063 2.8702
H -2.8714 0.2375 2.9677
H -3.0078 0.0437 0.3661
H -3.5708 -1.3176 1.2542
H -0.9000 -1.1118 0.2190

[3]
21
Properties=species:S:1:pos:R:3 method="wB97M-V/def2-TZVPD" gap_ev=10.436 smiles="C#CCC1(C(N)=O)CCC1" homo_energy_ev=-9.62 e_tot_ha=-441.312338 relative_energy_ev=3.680
C 3.0822 -0.9911 -0.1966
C 2.0241 -0.8458 0.3739
C 0.7338 -0.6693 1.0435
C -0.2773 0.1523 0.2214
C 0.1443 1.5949 0.1495
N 0.9582 2.0745 -0.7937
O 0.1531 2.3731 1.1412
C -0.6950 -0.5390 -1.1020
C -1.9463 -1.0851 -0.3791
C -1.7234 -0.0503 0.7456
H 4.0497 -1.0723 -0.6595
H 0.2969 -1.6590 1.2467
H 0.8870 -0.1761 2.0154
H 0.8760 1.6217 -1.6960
H 1.2408 3.0261 -0.1542
H -0.9631 0.1854 -1.8823
H 0.0166 -1.2641 -1.5195
H -2.8959 -1.0244 -0.9245
H -1.8084 -2.1161 -0.0286
H -1.8196 -0.3878 1.7860
H -2.3337 0.8523 0.6128

[4]
21
Properties=species:S:1:pos:R:3 method="wB97M-V/def2-TZVPD" gap_ev=11.444 homo_energy_ev=-10.68 e_tot_ha=-441.351646 relative_energy_ev=2.610
N 2.7836 -0.8048 -0.4114
C 1.7357 -0.3017 -0.5134
C 0.3776 0.1312 -0.8615
C -0.6879 -0.9839 -0.9740
C -0.6713 -1.6032 0.4407
C -1.2493 -0.2486 0.8506
C -1.9526 -0.1385 -0.5300
C -1.6317 1.3566 -0.5685
C -0.3839 0.9235 0.2327
H 0.4714 0.7220 -1.7834
H -0.6802 -1.5921 -1.8839
H -1.4297 -2.3904 0.5452
H 0.2858 -1.9518 0.8551
H -1.7550 -0.0472 1.8011
H -2.9376 -0.5703 -0.7395
H -1.4853 1.8750 -1.5277
H -2.3428 1.9155 0.0556
H 0.1883 1.6234 0.8506
O 3.9741 1.0375 1.4519
H 4.2580 0.2646 0.8662
H 3.1328 0.7833 1.8436